{
  "formula": "C26H25BiIN4O3",
  "method": "the ωB97M-V functional and the def2-TZVPD basis",
  "species": ["Bi", "C", "C", "N", "C", "C", "C", "O", "C", "C", "N", "C", "C", "C", "C", "C", "C", "I", "C", "O", "H", "H", "H", "H", "H", "H", "H", "H", "H", "H", "H", "H", "C", "N", "C", "N", "O", "H", "H", "H", "H", "H", "H", "C", "C", "C", "C", "C", "C", "C", "C", "C", "C", "H", "H", "H", "H", "H", "H", "H"],
  "positions_angstrom": [[-0.538147, -1.620863, 0.325683], [1.564407, -0.541806, 4.374210], [0.765177, 0.584601, 3.799064], [0.969639, 1.802721, 4.228251], [0.286709, 2.834346, 3.695339], [-0.623598, 2.694011, 2.684230], [-1.324979, 3.909603, 2.121832], [-2.743756, 3.829542, 2.183987], [-0.842123, 1.386231, 2.156935], [-1.827256, 1.192339, 1.140263], [-1.943661, 0.155977, 0.370574], [-3.074684, 0.074139, -0.495913], [-3.241011, 1.005809, -1.515056], [-4.312514, 0.914204, -2.384992], [-5.238626, -0.107540, -2.236830], [-5.108768, -1.013766, -1.196612], [-4.031439, -0.922616, -0.329105], [-3.968443, -2.219573, 1.334855], [-0.149320, 0.298415, 2.733468], [-0.294194, -0.950292, 2.382427], [2.224153, -0.159476, 5.147133], [0.908202, -1.309298, 4.787063], [2.153049, -1.011778, 3.582337], [0.513564, 3.809657, 4.111417], [-0.965663, 4.799184, 2.643589], [-1.077400, 4.029765, 1.064728], [-3.028888, 3.924796, 3.098817], [-2.580044, 1.971399, 1.033529], [-2.511834, 1.799291, -1.622679], [-4.423333, 1.644439, -3.175170], [-6.079907, -0.188461, -2.911510], [-5.853156, -1.783885, -1.049186], [0.233840, 1.563535, -2.223709], [0.307924, 0.469137, -3.171125], [-0.284464, -0.735052, -3.057953], [-0.150115, -1.553473, -4.127426], [-0.949368, -1.137218, -2.074342], [-0.332760, 2.397544, -2.643370], [1.233689, 1.908539, -1.970253], [-0.253234, 1.212830, -1.325038], [0.831474, 0.650600, -4.010019], [0.217333, -1.231554, -5.004381], [-0.651792, -2.423195, -4.120665], [4.188669, -3.913791, -1.439541], [2.799655, -4.043865, -1.628657], [1.948450, -3.068462, -1.191282], [2.429796, -1.909449, -0.527124], [1.568262, -0.902890, 0.006590], [2.119943, 0.229417, 0.550872], [3.516424, 0.401379, 0.631365], [4.355674, -0.581880, 0.193126], [3.838320, -1.758233, -0.396344], [4.693283, -2.789664, -0.851622], [4.847976, -4.701888, -1.776964], [2.406983, -4.919456, -2.128989], [0.884469, -3.176649, -1.379659], [1.495550, 1.017269, 0.950057], [3.910141, 1.306725, 1.075373], [5.429487, -0.472132, 0.282630], [5.762215, -2.669221, -0.724248]],
  "atomic_forces_ev_per_a": [[0.39, -0.07, 0.15], [-0.10, 0.02, -0.04], [0.10, 0.00, -0.05], [0.10, -0.11, 0.11], [-0.10, 0.04, -0.11], [-0.07, -0.02, -0.08], [0.09, -0.04, 0.10], [-0.03, -0.04, -0.06], [0.31, -0.15, 0.35], [-0.21, -0.12, -0.13], [0.09, 0.21, 0.14], [-0.32, 0.15, -0.17], [0.11, -0.03, 0.03], [-0.01, 0.03, 0.00], [-0.02, 0.02, 0.02], [-0.02, -0.03, -0.05], [0.08, -0.18, 0.36], [-0.10, 0.19, -0.24], [-0.11, 0.43, 0.07], [-0.18, -0.22, -0.36], [0.00, 0.00, 0.01], [0.03, -0.02, 0.00], [0.01, -0.04, 0.05], [-0.05, 0.01, -0.03], [0.05, 0.00, -0.04], [-0.06, 0.04, 0.00], [0.04, -0.01, 0.01], [-0.03, 0.03, 0.00], [-0.02, -0.03, -0.02], [-0.01, -0.01, 0.00], [0.01, 0.01, -0.01], [0.01, 0.00, 0.00], [-0.01, -0.03, -0.07], [-0.02, -0.02, 0.13], [-0.17, -0.21, -0.24], [0.06, -0.04, -0.05], [0.40, 0.35, 0.19], [-0.01, -0.04, 0.03], [0.04, -0.03, 0.06], [-0.05, -0.03, 0.16], [0.00, -0.09, -0.05], [0.01, -0.01, -0.01], [-0.02, 0.01, 0.07], [0.10, 0.05, 0.00], [-0.16, 0.02, -0.01], [0.02, -0.02, 0.06], [0.12, 0.00, -0.05], [-0.10, 0.13, -0.13], [-0.14, 0.00, -0.02], [0.10, 0.01, 0.00], [-0.04, 0.08, 0.00], [-0.16, -0.02, 0.02], [0.03, -0.09, -0.06], [0.02, 0.02, 0.00], [0.00, 0.00, 0.01], [0.01, -0.07, -0.05], [-0.03, 0.01, 0.02], [0.02, -0.01, -0.01], [0.00, 0.00, 0.01], [0.00, 0.00, 0.00]],
  "homo_lumo_gap_ev": 7.5,
  "e_lumo_ev": -3.45,
  "total_charge": 1
}

***

{
  "formula": "C26H25Br2CdN5O4",
  "method": "the ωB97M-V functional and the def2-TZVPD basis",
  "species": ["Cd", "O", "C", "C", "C", "C", "C", "C", "C", "O", "N", "N", "C", "C", "C", "C", "C", "C", "C", "O", "H", "H", "H", "H", "H", "H", "H", "H", "H", "H", "C", "C", "C", "C", "C", "C", "Br", "C", "C", "Br", "C", "O", "C", "N", "H", "H", "H", "H", "H", "H", "N", "C", "C", "N", "H", "H", "H", "H", "H", "H", "H", "H", "H"],
  "positions_angstrom": [[0.089942, -0.426767, 0.060272], [-3.681964, 1.643044, -1.625399], [-3.752950, 2.624627, -0.687040], [-4.554050, 3.729803, -0.956308], [-4.649001, 4.759883, -0.036367], [-3.946065, 4.700578, 1.163729], [-3.153724, 3.599901, 1.432206], [-3.038326, 2.544214, 0.527470], [-2.136273, 1.384152, 0.834071], [-2.076730, 0.433568, -0.068683], [-1.463313, 1.404016, 1.945498], [-0.583856, 0.317590, 1.981388], [-0.100776, -0.053860, 3.102174], [0.744325, -1.229780, 3.250165], [1.468761, -1.329949, 4.451659], [2.273293, -2.404022, 4.739159], [2.340123, -3.448251, 3.801632], [1.624549, -3.401934, 2.630377], [0.802691, -2.295730, 2.282728], [0.129543, -2.322020, 1.173488], [-3.144061, 0.943478, -1.126873], [-5.100579, 3.756442, -1.891724], [-5.278899, 5.614491, -0.255182], [-4.016729, 5.509423, 1.881144], [-2.593053, 3.528991, 2.357013], [-0.360203, 0.519767, 3.994983], [1.381947, -0.517349, 5.169702], [2.833539, -2.447318, 5.664140], [2.962454, -4.311397, 4.009739], [1.663811, -4.212219, 1.913769], [1.119454, 3.127980, 0.822713], [2.191529, 2.447596, 0.021594], [3.415779, 3.100857, -0.245005], [4.378476, 2.467601, -0.966522], [4.145737, 1.168690, -1.477630], [5.068831, 0.453528, -2.276051], [6.762382, 1.199975, -2.705705], [4.749298, -0.772503, -2.775139], [3.496346, -1.338624, -2.501869], [3.073193, -3.010023, -3.291112], [2.523730, -0.721233, -1.716466], [1.359144, -1.238160, -1.512356], [2.894790, 0.580234, -1.176087], [1.959915, 1.232155, -0.412939], [1.381423, 4.166010, 1.023762], [0.954878, 2.616095, 1.771448], [0.165688, 3.103142, 0.292261], [3.578948, 4.100435, 0.138427], [5.323922, 2.952695, -1.169192], [5.456749, -1.311709, -3.390310], [-2.975362, -1.154139, -4.322773], [-2.000239, 0.000645, -4.158264], [-1.199342, -0.269024, -2.905297], [-0.458649, 0.858543, -2.418382], [-3.528711, -1.090800, -5.173147], [-3.612728, -1.169195, -3.524954], [-2.474568, -2.042694, -4.328112], [-2.600349, 0.900368, -4.046930], [-1.390487, 0.057609, -5.056009], [-0.503893, -1.103393, -3.043590], [-1.912750, -0.561600, -2.126499], [-1.037146, 1.674327, -2.260450], [0.377815, 1.084312, -2.937180]],
  "atomic_forces_ev_per_a": [[0.41, -0.04, -0.58], [0.28, -0.61, 0.25], [0.03, 0.27, 0.31], [0.01, 0.05, 0.07], [0.00, 0.01, 0.01], [-0.04, 0.04, -0.05], [0.04, -0.03, 0.04], [0.04, -0.05, -0.05], [-0.31, -0.17, -0.29], [-0.29, 0.40, -0.06], [0.28, -0.16, 0.07], [-0.42, 0.52, 0.23], [0.08, -0.30, 0.11], [-0.04, 0.15, 0.01], [-0.04, 0.08, 0.01], [0.04, -0.12, -0.09], [-0.02, 0.08, 0.05], [0.02, 0.02, 0.03], [-0.27, 0.12, 0.05], [0.31, 0.02, 0.31], [0.12, 0.11, -0.28], [0.03, 0.01, 0.03], [0.03, -0.03, 0.00], [-0.01, -0.05, -0.04], [-0.04, -0.01, -0.06], [-0.02, -0.03, 0.03], [0.00, -0.05, -0.06], [-0.02, -0.02, -0.03], [-0.01, 0.00, -0.01], [0.03, -0.02, 0.00], [0.00, -0.01, -0.02], [-0.05, 0.00, 0.16], [-0.01, 0.08, 0.05], [0.05, -0.07, -0.06], [-0.06, 0.08, 0.10], [0.03, 0.06, 0.00], [0.00, 0.01, 0.02], [-0.10, -0.10, 0.02], [-0.01, 0.05, -0.06], [0.00, 0.05, 0.03], [-0.31, 0.00, 0.09], [0.26, 0.03, -0.14], [-0.12, 0.17, 0.03], [0.19, -0.53, -0.29], [-0.01, -0.02, 0.01], [0.03, 0.00, -0.01], [0.03, 0.00, 0.00], [-0.02, -0.04, -0.02], [0.00, -0.01, 0.00], [-0.04, -0.01, 0.00], [0.07, 0.11, -0.01], [-0.15, 0.01, -0.14], [0.21, -0.08, 0.28], [-0.12, 0.21, -0.03], [-0.06, 0.03, -0.10], [-0.04, 0.03, 0.08], [0.07, -0.07, 0.00], [-0.08, 0.04, -0.01], [-0.03, -0.05, -0.09], [0.01, 0.01, -0.02], [0.04, -0.04, 0.10], [0.03, -0.01, 0.04], [0.01, -0.10, -0.01]],
  "homo_lumo_gap_ev": 5.2,
  "e_lumo_ev": -1.40
}